# C3H6O2

A molecular structure, C3H6O2 (ωB97M-V with the def2-TZVPD basis set, the Open Molecules 2025 dataset).

Each line ends with the Löwdin charge.
Atoms and positions in Å:
1 O 0.1037 -1.4620 -0.5820  -0.04
2 C -0.6720 -0.2994 -0.4606  -0.38
3 C -0.7402 0.4799 0.8158  -0.11
4 C 0.0549 1.0179 -0.3415  -0.05
5 O 1.7192 0.5255 -0.0017  -0.05
6 H -0.1740 -2.0916 0.0937  0.11
7 H -1.5504 -0.2873 -1.1073  0.14
8 H -0.1579 0.1423 1.6686  0.11
9 H -1.6734 0.9784 1.0705  0.10
10 H 1.3538 1.3172 -0.6617  0.09
11 H 1.7362 -0.3208 -0.4939  0.08

Properties
- E_tot: -268.2009 Ha
- Frontier orbital gap: 9.43 eV
- Charge: 0
- Energy above the lowest of the compared OMol25 structures with the same formula, charge and spin: 536.3 kJ/mol